1.
Molecular formula: C20H26N4O3
Method: DFT, ωB97M-V with the def2-TZVPD basis set

Structure (XYZ):
```
53
Properties=species:S:1:pos:R:3:forces:R:3:lowdin_charge:R:1
C 4.635619 -2.419321 3.128600 -0.1 -0.3 -0.3 -0.061
C 4.713480 -3.302865 1.887229 0.3 0.3 0.2 -0.245
O 3.641084 -4.221804 1.798225 -0.2 -0.1 0.0 -0.052
C 2.410180 -3.786882 1.414987 -0.5 -0.2 -0.1 -0.266
C 1.396894 -4.741064 1.435307 0.3 0.1 0.1 -0.005
C 0.109944 -4.418542 1.045173 -0.2 0.2 -0.1 -0.021
C -0.198419 -3.134534 0.627610 0.2 0.1 0.0 -0.207
O -1.444463 -2.685879 0.242224 0.4 0.2 0.1 -0.074
C -2.477223 -3.623681 0.019634 -0.3 -0.3 -0.2 -0.246
C -2.280318 -4.426860 -1.262309 0.1 0.3 0.3 -0.061
C 0.821475 -2.167251 0.609287 -0.2 -0.3 0.0 -0.130
N 0.459977 -0.883943 0.185953 -0.5 -0.4 0.0 0.159
C 1.201352 0.252869 0.152950 -0.4 0.3 -0.4 -0.434
O 2.369286 0.329205 0.469912 0.3 0.0 0.1 0.083
C 0.385544 1.460949 -0.300977 0.4 0.1 0.1 -0.229
C -0.539698 1.901751 0.851572 -0.1 0.2 -0.1 -0.106
C -0.846922 3.405270 0.738764 -0.1 -0.1 0.3 -0.142
N -0.829857 3.818236 -0.640523 0.2 -0.1 0.1 -0.074
C -1.959517 4.049471 -1.327819 -0.5 0.2 -0.3 -0.358
N -3.121685 3.994125 -0.655238 0.1 -0.1 0.3 0.122
C -4.216443 4.260687 -1.336363 -0.1 0.1 -0.3 -0.142
C -4.205647 4.577491 -2.687885 0.0 0.0 0.0 -0.071
C -2.955438 4.592679 -3.290383 -0.3 0.0 0.1 -0.141
N -1.841969 4.337737 -2.634665 0.3 0.0 0.0 0.122
C 0.457123 3.748678 -1.299064 0.3 0.0 -0.2 -0.142
C 1.298579 2.620132 -0.696955 -0.2 -0.2 0.0 -0.129
C 2.111450 -2.494317 0.996701 0.4 0.0 0.1 0.057
H 5.526318 -1.800373 3.190287 0.1 0.1 0.0 0.077
H 3.762379 -1.773646 3.091763 0.0 0.1 0.0 0.068
H 4.571742 -3.039345 4.019549 0.0 0.0 0.1 0.079
H 4.775555 -2.691032 0.979654 0.0 -0.1 0.0 0.119
H 5.603356 -3.937076 1.938781 -0.1 0.1 -0.1 0.122
H 1.634166 -5.741514 1.758628 0.0 -0.1 0.0 0.117
H -0.645829 -5.186689 1.080122 -0.1 0.0 0.0 0.108
H -2.587692 -4.289153 0.884175 0.0 0.1 0.0 0.116
H -3.381026 -3.012160 -0.057947 0.1 -0.1 0.1 0.124
H -1.363291 -5.008917 -1.215409 0.0 -0.1 0.0 0.068
H -3.120693 -5.100452 -1.404659 -0.1 -0.1 0.0 0.077
H -2.217568 -3.755256 -2.115115 0.0 0.0 -0.1 0.079
H -0.513825 -0.828205 -0.081550 0.1 0.2 0.0 0.140
H -0.219850 1.180462 -1.169586 0.0 0.0 0.0 0.154
H -0.055081 1.707563 1.810181 0.0 0.0 0.0 0.125
H -1.467703 1.329749 0.820285 0.0 0.0 0.1 0.114
H -1.830154 3.631160 1.149809 0.2 0.0 0.1 0.108
H -0.091563 3.986606 1.276137 -0.1 0.0 0.0 0.127
H -5.139175 4.212448 -0.770049 -0.1 0.0 0.0 0.106
H -5.108072 4.794038 -3.233279 -0.1 0.0 -0.1 0.089
H -2.833097 4.818404 -4.343134 -0.1 0.0 -0.1 0.107
H 0.271656 3.577922 -2.361335 0.1 0.0 0.2 0.109
H 0.978608 4.708487 -1.195869 0.0 -0.1 -0.1 0.126
H 1.841769 2.956751 0.186313 0.1 0.0 0.0 0.121
H 2.037963 2.282321 -1.422928 0.1 0.1 0.0 0.124
H 2.855909 -1.719147 0.958354 0.0 0.0 0.0 0.093
```
Forces are in eV/Å.

The value obtained for the LUMO energy is 0.7 eV. The calculation puts the relative energy (zero: lowest compared OMol25 entry of this formula, charge and spin) at 2.0743 eV. The SMILES is CCOc1ccc(OCC)c(NC(=O)C2CCN(c3ncccn3)CC2)c1. The value obtained for the gap between HOMO and LUMO is 8.3402 eV. The electronic energy is -33265.4657 eV. The total charge is 0. The value obtained for the strongest force on any atom is 0.012 hartree/bohr.

=====

2.
Molecular formula: C20H47BO8P
Method: DFT, ωB97M-V with the def2-TZVPD basis set

Structure (XYZ):
```
77
Properties=species:S:1:pos:R:3:forces:R:3:lowdin_charge:R:1
C -4.770448 -0.610767 3.620926 0.5 0.5 -1.0 -0.112
C -5.024501 -0.386893 2.078249 -0.3 -0.9 0.5 -0.250
C -4.210868 -1.373799 1.175249 -0.7 0.2 -0.1 -0.224
C -3.916291 -0.817222 -0.245798 0.4 -0.5 -0.3 -0.211
C -2.808890 -1.624891 -1.013334 0.2 0.5 0.2 -0.206
C -1.425681 -0.863667 -1.121384 -0.3 -1.6 0.5 -0.194
C -0.363533 -1.568543 -0.201890 0.2 0.9 -0.3 -0.221
C 1.108929 -1.140499 -0.589111 -0.9 0.1 1.5 -0.206
C 1.654229 -0.111624 0.466343 0.6 -1.1 -0.5 -0.237
C 3.105033 0.368035 0.161148 -0.2 1.1 0.0 -0.291
C 3.194808 1.710825 -0.637617 0.9 -0.6 0.0 -0.377
P 2.962550 3.290612 0.493822 -0.1 -0.4 -0.6 0.324
B 4.490057 4.164263 -0.378072 0.3 0.4 -0.9 -0.672
O 4.334035 4.433229 -1.805906 1.3 -0.1 1.4 0.007
O 5.700955 4.568554 0.264665 -1.0 0.3 -1.0 -0.085
C 5.449062 5.463117 1.343731 0.4 0.3 0.5 -0.140
H -5.703696 -0.546579 4.209396 0.5 -0.1 -0.2 0.057
H -4.275768 -1.590250 3.748172 -0.4 0.4 0.2 0.062
H -4.066382 0.174365 3.959799 -0.4 -0.5 0.1 0.068
H -6.095720 -0.635656 1.921372 0.5 0.6 -0.2 0.088
H -4.818445 0.658740 1.790603 -0.2 -0.4 0.1 0.099
H -4.853427 -2.271510 1.035531 0.6 0.3 0.2 0.110
H -3.303805 -1.708593 1.716642 -0.2 0.3 -0.5 0.104
H -3.580788 0.236553 -0.195385 -0.3 -0.4 0.1 0.098
H -4.834081 -0.850199 -0.871210 0.3 0.2 0.6 0.106
H -2.605158 -2.566740 -0.466359 -0.3 0.3 -0.4 0.089
H -3.150323 -1.898987 -2.033366 0.1 0.2 0.6 0.097
H -1.555301 0.196502 -0.831234 0.3 -0.5 -0.4 0.108
H -1.083164 -0.982138 -2.165517 0.0 0.5 0.4 0.098
H -0.555094 -1.275703 0.855375 0.1 -0.2 -0.5 0.103
H -0.487211 -2.671547 -0.232742 0.0 0.6 -0.3 0.095
H 1.086825 -0.726933 -1.611574 0.4 -0.3 0.3 0.100
H 1.725151 -2.053366 -0.488617 0.0 0.5 -0.6 0.098
H 0.952452 0.728452 0.624469 0.5 -0.3 -0.2 0.086
H 1.703816 -0.691855 1.418135 -0.2 0.4 -0.4 0.102
H 3.716176 -0.392693 -0.365395 -0.5 0.0 0.3 0.090
H 3.602203 0.554295 1.141544 -0.2 -0.1 -0.5 0.078
H 4.249588 1.785668 -1.028410 -0.6 -0.1 0.1 0.053
H 2.541091 1.748255 -1.536525 0.1 -0.1 0.5 0.068
H 2.061211 3.861149 -0.517158 -0.4 0.2 -0.2 -0.057
H 1.859563 2.588489 1.157874 -0.4 0.1 0.2 -0.064
H 3.905722 2.704695 1.453644 0.2 -0.2 0.6 -0.036
H 2.731855 4.486379 1.310678 0.0 0.2 0.6 -0.078
H 3.806251 5.233935 -1.793253 -0.4 0.1 -0.4 0.067
H 5.527846 4.932201 2.311171 -0.3 0.2 -0.4 0.088
H 6.218587 6.268486 1.352255 -0.3 -0.5 -0.2 0.080
H 4.471073 5.974186 1.247880 0.4 -0.4 0.2 0.071
C -8.901152 -6.925275 2.341314 -0.3 0.1 0.0 -0.069
C -7.647575 -6.093868 2.527278 0.0 -0.6 0.1 -0.212
O -7.830135 -4.755676 2.050909 0.1 0.1 0.0 0.038
C -8.538125 -3.957545 2.849191 0.1 0.0 -0.3 -0.614
O -9.014904 -4.257573 3.909971 -0.1 0.0 0.2 0.124
O -8.642611 -2.768708 2.254454 0.0 0.1 0.0 0.003
C -9.464240 -1.840728 2.962828 -0.2 0.3 0.1 -0.043
H -9.229585 -6.893866 1.300685 0.1 -0.1 0.0 0.081
H -8.719220 -7.962692 2.624966 0.0 0.0 0.0 0.079
H -9.722320 -6.543527 2.948691 0.1 0.0 0.1 0.073
H -6.837392 -6.518590 1.935287 0.0 0.3 -0.1 0.123
H -7.319818 -6.085929 3.567893 -0.1 0.1 0.0 0.125
H -9.137577 -1.730554 3.995947 -0.1 -0.2 0.0 0.096
H -10.506239 -2.159730 2.923778 0.1 -0.1 0.1 0.097
H -9.376225 -0.875745 2.468343 0.1 -0.2 -0.2 0.093
C 7.561588 2.624926 -1.868397 0.3 -0.4 0.0 -0.052
C 7.095029 3.324374 -3.123355 -0.4 0.0 0.6 -0.197
O 8.100494 3.280118 -4.158697 0.1 0.0 -0.3 0.037
C 8.222712 2.122147 -4.796627 -0.1 0.5 0.5 -0.618
O 7.578087 1.127798 -4.604535 -0.1 -0.3 -0.2 0.126
O 9.211063 2.245971 -5.694085 0.1 0.0 -0.2 -0.005
C 9.508035 1.038036 -6.386605 0.1 -0.1 -0.2 -0.059
H 8.519119 3.032986 -1.536446 -0.1 0.1 0.1 0.083
H 6.829668 2.744545 -1.070996 0.0 0.1 0.0 0.063
H 7.711532 1.556903 -2.035982 -0.1 0.0 -0.1 0.076
H 6.923236 4.376693 -2.905694 0.1 0.0 -0.2 0.120
H 6.154065 2.912358 -3.487492 0.1 -0.1 -0.1 0.125
H 8.615269 0.615327 -6.846005 0.0 0.0 0.1 0.093
H 9.962768 0.318087 -5.705163 -0.1 -0.1 0.0 0.096
H 10.223961 1.279402 -7.170274 0.0 0.2 0.1 0.088
```
Forces are in eV/Å.

The value obtained for the LUMO energy is 2.0 eV. The value obtained for the gap between HOMO and LUMO is 4.6388 eV. The electronic energy is -47845.6896 eV. The total charge is -1. The value obtained for the strongest force on any atom is 0.037 hartree/bohr.

=====

3.
Molecular formula: C5H4N
Method: DFT, ωB97M-V with the def2-TZVPD basis set

Structure (XYZ):
```
10
Properties=species:S:1:pos:R:3:forces:R:3:lowdin_charge:R:1
C -5.181855 0.539902 0.528374 -4.3 3.6 1.6 0.309
C -4.392456 -0.315121 0.199900 1.9 -3.5 -0.7 -0.150
C -0.812168 0.183380 -0.820016 -2.4 -0.5 -0.3 0.026
C -2.139151 -0.128916 -0.508988 2.5 -0.1 -1.2 0.107
C 0.090655 0.170398 0.294675 2.1 -0.8 0.1 -0.051
N -3.189524 -0.471094 -0.123212 1.3 0.5 -0.7 0.196
H -0.493734 0.345897 -1.853899 -0.4 0.1 0.3 0.151
H 0.138489 1.139925 0.791982 0.1 0.4 -0.1 0.121
H 1.163964 -0.034791 -0.166920 -2.1 0.0 1.6 0.165
H -0.375035 -0.487582 1.078641 1.3 0.2 -0.5 0.127
```
Forces are in eV/Å.

The value obtained for the LUMO energy (spin up / spin down) is -8.0 / -8.1 eV. The calculation puts the relative energy (zero: lowest compared OMol25 entry of this formula, charge and spin) at 4.5452 eV. The value obtained for the gap between HOMO and LUMO (spin up / spin down) is 8.0120 / 7.0411 eV. The electronic energy is -6723.7947 eV. The total charge is +1. The value obtained for the strongest force on any atom is 0.113 hartree/bohr.